Entry 1:
Below is a single C9H19NOSi molecule at a distorted geometry, with properties calculated with ωB97M-V with the def2-TZVPD basis set.

Results
Maximum force, eV/Å: 5.24
Total energy, eV: -21052.213
HOMO-LUMO gap (spin up / spin down), eV: 7.037 / 7.288
HOMO level (spin up / spin down), eV: -6.16 / -9.28
2S+1: 3
Energy above the lowest of the compared OMol25 structures with the same formula, charge and spin, kcal per mole: 2.4
<S²>: 2.016

Last column: Mulliken charge in e.
CARTESIAN COORDINATES (ANGSTROEM)
C (1.035, -0.105, -0.825)  0.5749
C (0.012, 1.141, -1.063)  0.1707
C (0.036, -1.849, -2.323)  -0.9824
C (1.658, -2.518, 1.302)  -1.2530
C (-1.977, 3.136, -0.227)  -1.0210
C (-1.690, 0.379, 1.524)  -0.9394
C (0.577, 2.726, 1.307)  -1.0738
C (1.066, -0.790, -2.233)  -0.7892
C (2.433, -1.641, 0.371)  -0.2877
N (1.569, -0.538, 0.275)  -0.2566
O (-0.105, 1.596, -2.195)  -0.5732
Si (-0.934, 1.813, 0.485)  0.4101
H (-0.067, -2.498, -1.452)  0.2007
H (0.137, -2.421, -3.301)  0.3156
H (-0.906, -1.407, -2.460)  0.3550
H (0.863, -3.040, 0.921)  0.3065
H (2.301, -3.331, 1.656)  0.3786
H (1.367, -1.786, 1.975)  0.3299
H (-1.999, 3.975, 0.521)  0.3028
H (-1.274, 3.370, -1.064)  0.2499
H (-2.956, 3.014, -0.535)  0.3986
H (-2.204, 0.748, 2.451)  0.3283
H (-2.542, -0.274, 1.071)  0.3041
H (-1.003, -0.351, 1.730)  0.2294
H (1.163, 1.924, 1.683)  0.2934
H (1.242, 3.285, 0.640)  0.3362
H (0.137, 3.405, 2.043)  0.3714
H (0.901, 0.023, -2.954)  0.3636
H (2.048, -1.256, -2.406)  0.4115
H (2.638, -2.145, -0.606)  0.2313
H (3.395, -1.328, 0.850)  0.3137



Entry 2:
Below is a single C9H19O5PS molecule, with properties calculated with ωB97M-V with the def2-TZVPD basis set.

Results
SMILES string: CCP(CC)[C@@H]1OS(=O)(=O)CC[C@H]1COO
Maximum force, eV/Å: 0.50
Total energy, eV: -39999.554
HOMO-LUMO gap, eV: 9.384
HOMO level, eV: -8.98
2S+1: 1
Energy above the lowest of the compared OMol25 structures with the same formula, charge and spin, kcal per mole: 49.8

Last column: Mulliken charge in e.
CARTESIAN COORDINATES (ANGSTROEM)
C (2.914, 1.372, 1.149)  -1.2459
C (2.933, 0.592, -0.164)  -0.3032
P (1.364, 0.651, -1.143)  -0.3083
C (1.267, -1.037, -1.896)  -0.5983
C (1.615, -2.293, -1.082)  -0.9256
C (0.089, 0.515, 0.191)  -0.5042
O (0.334, -0.676, 0.991)  -0.3539
S (-0.541, -1.062, 2.252)  1.2241
O (-0.253, -0.129, 3.301)  -0.6427
O (-0.328, -2.460, 2.436)  -0.6616
C (-2.201, -0.773, 1.696)  -0.7313
C (-2.292, 0.528, 0.904)  -0.8712
C (-1.357, 0.493, -0.307)  0.5055
C (-1.652, 1.628, -1.283)  -1.0331
O (-3.031, 1.743, -1.601)  -0.2761
O (-3.359, 0.597, -2.400)  -0.3767
H (3.872, 1.265, 1.660)  0.3973
H (2.754, 2.439, 0.979)  0.3411
H (2.146, 1.009, 1.832)  0.2567
H (3.676, 1.041, -0.830)  0.4057
H (3.255, -0.433, 0.019)  0.3871
H (1.889, -0.973, -2.792)  0.5953
H (0.243, -1.101, -2.276)  0.3381
H (0.719, -2.869, -0.854)  0.2723
H (2.071, -2.064, -0.120)  0.1824
H (2.301, -2.933, -1.635)  0.2982
H (0.240, 1.382, 0.845)  0.6560
H (-2.792, -0.736, 2.612)  0.4280
H (-2.491, -1.646, 1.112)  0.3590
H (-3.323, 0.708, 0.603)  0.4109
H (-1.998, 1.355, 1.557)  0.3069
H (-1.498, -0.461, -0.826)  0.3483
H (-1.414, 2.600, -0.841)  0.3127
H (-1.077, 1.520, -2.203)  0.4718
H (-4.076, 0.209, -1.885)  0.3344



Entry 3:
Below is C9H20AlBr4Cl2F2NO4P as an isolated structure at a distorted geometry, with properties calculated with ωB97M-V with the def2-TZVPD basis set.

Results
Maximum force, eV/Å: 5.76
Total energy, eV: -345853.701
HOMO-LUMO gap, eV: 1.894
HOMO level, eV: -8.66
2S+1: 1
Net charge: +1

Last column: Mulliken charge in e.
CARTESIAN COORDINATES (ANGSTROEM)
C (3.180, 1.648, 2.114)  -0.8039
O (2.450, 2.543, 1.310)  -0.2974
C (1.938, 3.628, 2.040)  -0.6277
C (0.733, 4.112, 1.275)  -0.9400
C (-0.566, 3.487, 1.827)  -0.5858
C (-0.855, 2.243, 0.975)  -0.5495
N (-2.287, 1.829, 0.917)  0.1478
F (-3.013, 2.639, 0.077)  -0.1489
P (-2.504, 0.013, 0.323)  0.2444
O (-1.141, -0.366, -0.385)  -0.1287
Br (-2.523, -1.186, 2.388)  0.0127
H (2.467, 1.074, 2.712)  0.3293
H (3.892, 2.121, 2.786)  0.4045
H (3.720, 0.941, 1.505)  0.2149
H (1.709, 3.316, 3.060)  0.4177
H (2.677, 4.426, 2.120)  0.3987
H (0.810, 3.941, 0.209)  0.4806
H (0.663, 5.188, 1.392)  0.4012
H (-1.381, 4.199, 1.752)  0.4090
H (-0.384, 3.223, 2.860)  0.4022
H (-0.337, 1.408, 1.438)  0.2910
H (-0.529, 2.393, -0.043)  0.3702
H (-2.728, 1.876, 1.838)  0.3579
H (-0.508, -0.756, 0.247)  0.2507
O (1.787, -1.036, -2.657)  -0.4492
C (1.783, -1.697, -1.633)  0.5404
C (2.557, -0.618, -0.272)  -0.1919
O (2.539, -1.317, 0.725)  -0.4065
H (2.399, -2.618, -1.609)  0.4046
H (0.816, -1.982, -1.182)  -0.4522
H (1.905, 0.280, -0.318)  0.1349
H (3.527, -0.306, -0.699)  0.4160
Al (-3.284, -0.645, 4.887)  0.5895
C (-0.640, -4.884, -1.579)  -0.4151
Br (0.737, -4.966, -0.223)  0.0219
Br (-1.755, -6.425, -1.604)  0.0603
Br (-1.706, -3.264, -1.412)  -0.0488
H (-0.138, -4.835, -2.534)  0.4273
C (-3.210, -2.299, -4.964)  -0.2712
Cl (-2.362, -3.819, -4.690)  -0.1111
Cl (-4.796, -2.272, -4.177)  -0.1542
H (-2.611, -1.493, -4.558)  0.2096
H (-3.348, -2.165, -6.029)  0.3298
F (0.314, -7.579, -0.210)  -0.6850